DFT (ωB97M-V with the def2-TZVPD basis set) results for 8 unconnected molecules or ions with the total composition C60H83N9O9 in a non-equilibrium geometry.

CARTESIAN COORDINATES (ANGSTROEM)
C 2.99 1.98 0.63
C 3.01 3.02 -0.18
C 2.79 4.29 -1.12
C 1.23 4.72 -1.32
C 0.22 4.07 -0.24
C -0.33 2.61 -0.62
C 0.36 1.70 -1.71
C -0.15 0.24 -2.13
C 0.74 -0.52 -3.23
O 0.61 0.15 -4.55
N -0.69 0.59 -4.59
O -1.06 0.36 -5.71
C -1.47 -0.35 -1.45
C -1.99 -1.81 -1.86
C -3.47 -1.86 -2.50
C -4.02 -0.95 -3.65
C -5.51 -1.20 -4.17
C -6.46 -2.32 -3.58
C -5.92 -3.23 -2.41
C -4.45 -2.98 -1.90
C -2.16 0.55 -0.37
C -1.63 1.99 0.09
C -2.43 2.79 1.26
O -1.87 3.65 2.03
C -4.01 2.50 1.46
C -4.88 3.68 2.13
C -6.28 3.99 1.41
O -6.45 4.75 0.41
O -7.44 3.28 1.94
C -8.63 4.08 1.80
C -9.71 3.56 0.69
O -8.83 5.10 2.54
C -4.48 1.23 1.02
O -5.88 0.89 1.11
C -6.44 0.62 -0.22
C -6.43 1.89 -1.21
N -6.12 1.52 -2.65
C -6.58 2.58 -3.60
C -6.00 4.06 -3.31
C -7.24 5.04 -2.86
O -5.41 4.71 -4.50
C -3.52 0.07 0.39
O -3.85 -1.16 0.56
H 2.93 0.94 1.13
H 3.40 5.22 -0.76
H 3.19 4.02 -2.18
H 0.86 4.57 -2.41
H 1.20 5.87 -1.14
H 0.66 4.00 0.83
H -0.71 4.77 -0.14
H 1.31 2.14 -2.22
H 1.87 -0.49 -2.96
H 0.48 -1.63 -3.39
H -1.30 -2.39 -2.57
H -2.02 -2.44 -0.88
H -3.36 -0.14 -4.13
H -5.88 -0.53 -5.05
H -7.53 -2.53 -3.95
H -6.52 -4.07 -1.88
H -4.06 -3.66 -1.04
H -5.10 3.41 3.24
H -4.22 4.63 2.15
H -9.71 4.23 -0.25
H -10.74 3.52 1.23
H -9.48 2.45 0.40
H -7.56 0.36 -0.03
H -5.99 -0.35 -0.69
H -7.49 2.39 -1.23
H -5.69 2.72 -0.93
H -6.76 0.71 -2.83
H -6.16 2.28 -4.65
H -7.72 2.66 -3.72
H -5.20 4.12 -2.49
H -6.87 5.93 -2.21
H -7.74 5.47 -3.83
H -8.00 4.45 -2.24
H -5.52 5.68 -4.28
C 0.77 -1.81 -7.32
C 2.29 -1.83 -7.42
C 2.86 -3.25 -7.38
C 2.49 -3.91 -6.07
N 2.20 -4.43 -5.04
H 0.42 -2.21 -6.37
H 0.40 -0.78 -7.39
H 0.31 -2.38 -8.13
H 2.71 -1.24 -6.60
H 2.59 -1.35 -8.36
H 3.95 -3.22 -7.46
H 2.47 -3.85 -8.20
C 4.54 -3.54 -2.25
C 4.84 -3.24 -0.78
C 3.62 -3.42 0.13
C 2.52 -2.48 -0.30
N 1.65 -1.74 -0.65
H 3.79 -2.86 -2.65
H 5.45 -3.43 -2.85
H 4.18 -4.57 -2.37
H 5.22 -2.21 -0.70
H 5.64 -3.90 -0.44
H 3.89 -3.20 1.16
H 3.26 -4.45 0.08
C 8.71 -5.79 0.89
C 9.01 -5.49 2.35
C 7.79 -5.66 3.26
C 6.69 -4.73 2.83
N 5.82 -3.98 2.49
H 7.96 -5.11 0.48
H 9.61 -5.68 0.29
H 8.34 -6.82 0.77
H 9.38 -4.46 2.43
H 9.81 -6.15 2.70
H 8.05 -5.45 4.30
H 7.42 -6.69 3.21
C 6.35 6.28 -1.05
C 7.23 5.22 -0.40
C 7.90 4.29 -1.41
C 6.84 3.55 -2.21
N 6.01 2.97 -2.85
H 5.53 5.83 -1.61
H 5.92 6.94 -0.30
H 6.93 6.90 -1.75
H 6.62 4.64 0.30
H 8.00 5.72 0.20
H 8.52 3.56 -0.89
H 8.53 4.86 -2.10
C -2.66 -1.28 3.55
C -1.14 -1.29 3.45
C -0.54 -2.70 3.49
C -0.90 -3.37 4.79
N -1.18 -3.90 5.82
H -3.00 -1.70 4.50
H -3.04 -0.26 3.49
H -3.11 -1.86 2.74
H -0.72 -0.69 4.27
H -0.84 -0.80 2.51
H 0.55 -2.65 3.40
H -0.92 -3.30 2.66
C -1.36 3.64 4.90
C -0.52 3.37 6.15
C 0.19 4.62 6.67
C 1.13 5.15 5.61
N 1.88 5.57 4.78
H -0.74 3.97 4.06
H -1.87 2.73 4.58
H -2.11 4.41 5.09
H 0.21 2.59 5.92
H -1.17 2.98 6.93
H 0.77 4.38 7.57
H -0.53 5.40 6.93
C 3.08 -6.82 6.36
C 4.23 -7.70 6.82
C 5.50 -7.50 5.98
C 5.22 -7.85 4.54
N 5.00 -8.13 3.40
H 2.77 -7.06 5.34
H 2.20 -6.98 7.01
H 3.35 -5.76 6.41
H 3.92 -8.75 6.77
H 4.46 -7.48 7.87
H 6.30 -8.15 6.36
H 5.84 -6.47 6.04

Results
SMILES ... C#CCCCc1cc(CON=O)c(Cc2ccccc2)c2c1C(=O)C(CC(=O)OC(C)=O)=C(OCCNC[C@H](C)O)C2=O.CCCC#N.CCCC#N.CCCC#N.CCCC#N.CCCC#N.CCCC#N.CCCC#N
HOMO energy ... -8.34 eV
E_tot ... -95380.317 eV
Gap between HOMO and LUMO ... 7.073 eV
LUMO level ... -1.27 eV